(1)
Entry from OMol25: a 2-piece molecular cluster, C9H14 overall in a non-equilibrium geometry (ωB97M-V/def2-TZVPD).

Atoms and positions in Å:
C -0.62 1.97 0.14
C 0.62 1.27 0.63
C 0.94 1.22 1.97
C 2.13 0.60 2.36
C 2.95 -0.02 1.43
C 2.60 0.02 0.08
C 1.46 0.68 -0.33
H -1.01 2.77 0.78
H -1.46 1.30 -0.03
H -0.46 2.49 -0.82
H 0.26 1.61 2.71
H 2.44 0.62 3.39
H 3.90 -0.42 1.74
H 3.17 -0.52 -0.66
H 1.12 0.66 -1.36
C -2.42 -1.78 -0.77
C -2.08 -1.77 -2.25
H -1.53 -1.66 -0.15
H -3.11 -1.01 -0.44
H -2.89 -2.72 -0.47
H -2.87 -1.32 -2.87
H -1.94 -2.79 -2.62
H -1.18 -1.21 -2.48

Values from the calculation:
SMILES   Cc1ccccc1.CC
Charge   0
F_max   1.0 eV/Å
HOMO   -9.06 eV
Energy relative to the best compared isomer or geometry (same formula, charge and spin)   23.56 kJ/mol

natural (NBO) population analysis, charges in e, atoms 1 to 4:
1. C -0.64
2. C -0.01
3. C -0.22
4. C -0.20

=====

(2)
Entry from OMol25: a 2-piece molecular cluster, C9H14 overall in a non-equilibrium geometry (ωB97M-V/def2-TZVPD).

Atoms and positions in Å:
C -2.45 -1.52 0.35
C -1.71 -0.27 0.00
C -1.36 0.05 -1.32
C -0.63 1.18 -1.59
C -0.30 2.11 -0.61
C -0.67 1.82 0.70
C -1.32 0.62 0.99
H -3.41 -1.58 -0.17
H -2.57 -1.62 1.43
H -1.90 -2.42 0.04
H -1.66 -0.65 -2.09
H -0.29 1.36 -2.61
H 0.20 3.04 -0.85
H -0.47 2.51 1.50
H -1.56 0.42 2.02
C 2.77 -0.56 0.99
C 2.24 -0.66 -0.44
H 2.36 0.26 1.59
H 2.70 -1.54 1.49
H 3.84 -0.38 0.95
H 2.46 -1.64 -0.85
H 2.59 0.15 -1.07
H 1.15 -0.66 -0.42

Values from the calculation:
SMILES   Cc1ccccc1.CC
Charge   0
F_max   1.2 eV/Å
HOMO   -9.07 eV
Energy relative to the best compared isomer or geometry (same formula, charge and spin)   17.65 kJ/mol

natural (NBO) population analysis, charges in e, atoms 1 to 4:
1. C -0.63
2. C 0.00
3. C -0.23
4. C -0.19

=====

(3)
Entry from OMol25: a 2-piece molecular cluster, C9H14 overall in a non-equilibrium geometry (ωB97M-V/def2-TZVPD).

Atoms and positions in Å:
C 1.28 -1.93 1.04
C 1.51 -0.46 0.80
C 1.26 0.32 1.90
C 1.43 1.70 1.87
C 1.65 2.35 0.66
C 1.70 1.49 -0.48
C 1.71 0.12 -0.45
H 1.77 -2.63 0.38
H 0.20 -2.04 0.86
H 1.62 -2.26 2.01
H 1.06 -0.15 2.87
H 1.02 2.27 2.69
H 1.43 3.36 0.40
H 1.75 2.01 -1.44
H 1.93 -0.57 -1.28
C -2.43 -0.95 -2.02
C -2.98 0.13 -1.00
H -2.47 -1.75 -1.28
H -2.93 -1.17 -2.95
H -1.31 -0.92 -2.26
H -3.97 -0.21 -0.72
H -2.28 0.17 -0.16
H -2.96 1.14 -1.42

Values from the calculation:
SMILES   Cc1ccccc1.CC
Charge   0
F_max   3.3 eV/Å
HOMO   -9.01 eV
Energy relative to the best compared isomer or geometry (same formula, charge and spin)   122.29 kJ/mol

natural (NBO) population analysis, charges in e, atoms 1 to 4:
1. C -0.64
2. C 0.01
3. C -0.23
4. C -0.19

=====

(4)
Entry from OMol25: C9H14 as an isolated structure in a non-equilibrium geometry (ωB97M-V/def2-TZVPD).

Atoms and positions in Å:
C 1.48 -0.89 0.02
C 1.73 0.40 -0.50
C -1.52 1.31 -0.13
C -1.79 0.25 0.97
C -0.56 -0.44 1.33
C 0.07 -1.24 0.06
C -0.88 -0.55 -1.13
C -2.14 0.09 -0.50
C 2.62 1.02 0.19
H 1.90 -1.13 0.95
H 1.90 -1.47 -0.73
H 1.04 0.66 -1.36
H -0.53 1.61 -0.83
H -2.41 1.91 -0.18
H -2.41 0.59 1.75
H 0.26 0.33 1.43
H -0.85 -1.01 2.20
H -0.15 -2.39 -0.03
H -0.28 0.36 -1.56
H -0.86 -1.53 -2.09
H -3.05 -0.26 -0.96
H 3.09 1.96 0.04
H 3.34 0.42 1.05

Values from the calculation:
Charge   0
F_max   5.6 eV/Å
HOMO   -9.20 eV
Energy relative to the best compared isomer or geometry (same formula, charge and spin)   722.46 kJ/mol

natural (NBO) population analysis, charges in e, atoms 1 to 4:
1. C -0.49
2. C -0.19
3. C -0.42
4. C -0.21

=====

(5)
Entry from OMol25: a 2-piece molecular cluster, C9H14 overall in a non-equilibrium geometry (ωB97M-V/def2-TZVPD).

Atoms and positions in Å:
C 0.66 -1.20 0.87
C 0.13 -1.35 -0.46
C -0.88 -2.23 -0.88
C -1.29 -2.28 -2.28
C -0.50 -1.77 -3.23
C 0.58 -0.96 -2.84
C 0.84 -0.73 -1.44
H -0.27 -0.68 1.49
H 1.57 -0.77 1.02
H 0.67 -2.14 1.37
H -1.70 -2.67 -0.29
H -2.26 -2.82 -2.57
H -0.77 -1.81 -4.32
H 1.34 -0.60 -3.58
H 1.54 -0.05 -1.21
C -0.36 3.41 2.12
C 0.54 2.10 2.38
H -1.11 3.46 3.02
H 0.20 4.27 1.98
H -1.02 3.35 1.31
H 0.48 1.46 1.51
H 0.08 1.57 3.31
H 1.53 2.44 2.73

Values from the calculation:
SMILES   Cc1ccccc1.CC
Charge   0
F_max   7.1 eV/Å
HOMO   -8.86 eV
Energy relative to the best compared isomer or geometry (same formula, charge and spin)   220.02 kJ/mol

natural (NBO) population analysis, charges in e, atoms 1 to 4:
1. C -0.61
2. C -0.05
3. C -0.22
4. C -0.19

=====

(6)
Entry from OMol25: a 2-piece molecular cluster, C9H14 overall in a non-equilibrium geometry (ωB97M-V/def2-TZVPD).

Atoms and positions in Å:
C -2.78 -1.23 0.47
C -1.27 -1.09 0.48
C -0.62 -0.40 -0.54
C 0.75 -0.51 -0.68
C 1.53 -1.10 0.32
C 0.87 -1.63 1.42
C -0.51 -1.73 1.45
H -3.02 -1.98 -0.28
H -3.27 -0.33 0.11
H -3.13 -1.35 1.49
H -1.23 0.11 -1.27
H 1.27 -0.27 -1.60
H 2.60 -0.96 0.25
H 1.43 -1.80 2.34
H -1.05 -2.25 2.23
C 1.08 3.32 -1.87
C 0.94 2.72 -0.47
H 0.14 3.61 -2.36
H 1.77 4.16 -1.85
H 1.46 2.57 -2.58
H -0.07 2.67 -0.06
H 1.56 3.25 0.26
H 1.20 1.66 -0.46

Values from the calculation:
SMILES   Cc1ccccc1.CC
Charge   0
F_max   1.1 eV/Å
HOMO   -9.01 eV
Energy relative to the best compared isomer or geometry (same formula, charge and spin)   73.65 kJ/mol

natural (NBO) population analysis, charges in e, atoms 1 to 4:
1. C -0.64
2. C 0.01
3. C -0.23
4. C -0.21

=====

(7)
Entry from OMol25: a 2-piece molecular cluster, C9H14 overall in a non-equilibrium geometry (ωB97M-V/def2-TZVPD).

Atoms and positions in Å:
C -0.54 1.01 2.70
C -1.29 1.71 -0.94
C 0.03 1.88 -1.47
C -1.49 1.33 0.39
C -0.41 1.10 1.21
C 1.10 1.58 -0.70
C 0.91 1.16 0.64
H -2.14 1.74 -1.60
H 0.13 2.26 -2.49
H -2.48 1.31 0.80
H 2.09 1.62 -1.11
H -1.50 0.58 2.99
H -0.43 2.02 3.11
H 1.75 0.78 1.20
H 0.23 0.36 3.10
C 0.70 -1.83 -0.96
C 0.30 -3.29 -0.99
H 0.45 -1.39 0.01
H 1.78 -1.68 -1.07
H 0.23 -1.25 -1.75
H -0.62 -3.47 -0.45
H 0.08 -3.62 -2.01
H 1.12 -3.90 -0.62

Values from the calculation:
Charge   +1
2S+1   2
F_max   1.4 eV/Å
HOMO (spin up / spin down)   -14.69 / -14.81 eV
⟨S²⟩   0.7690
Energy relative to the best compared isomer or geometry (same formula, charge and spin)   26.54 kJ/mol

natural (NBO) population analysis, charges in e, atoms 1 to 4:
1. C -0.67
2. C 0.01
3. C -0.07
4. C -0.28

=====

(8)
Entry from OMol25: a 2-piece molecular cluster, C9H14 overall in a non-equilibrium geometry (ωB97M-V/def2-TZVPD).

Atoms and positions in Å:
C -2.35 -1.64 -2.14
C -2.72 -0.88 -0.87
H -1.38 -2.13 -2.05
H -3.13 -2.37 -2.39
H -2.33 -0.97 -3.00
H -3.00 -1.59 -0.08
H -3.54 -0.19 -1.01
H -1.90 -0.25 -0.50
C 1.07 -0.01 -1.25
C 1.13 2.22 1.74
C 0.67 1.74 0.55
C 1.73 1.32 2.67
C 0.99 0.41 0.15
C 1.85 -0.05 2.40
C 1.53 -0.48 1.14
H 1.00 3.26 1.97
H 0.29 2.50 -0.12
H 2.21 1.70 3.57
H 2.20 -0.73 3.15
H 0.58 0.54 -2.04
H 1.06 -1.10 -1.33
H 1.86 -1.45 0.79
H 2.17 0.16 -1.38

Values from the calculation:
Charge   +1
2S+1   2
F_max   1.3 eV/Å
HOMO (spin up / spin down)   -14.57 / -14.58 eV
⟨S²⟩   0.7683
Energy relative to the best compared isomer or geometry (same formula, charge and spin)   35.54 kJ/mol

natural (NBO) population analysis, charges in e, atoms 1 to 4:
1. C -0.61
2. C -0.60
3. H 0.19
4. H 0.22

=====

(9)
Entry from OMol25: a 2-piece molecular cluster, C9H14 overall in a non-equilibrium geometry (ωB97M-V/def2-TZVPD).

Atoms and positions in Å:
C 0.77 -1.57 -0.54
C -3.23 -0.18 -0.49
C -2.29 0.43 -1.34
C -2.86 -1.26 0.37
C -0.99 0.02 -1.30
C -1.56 -1.65 0.44
C -0.62 -1.07 -0.46
H -4.23 0.24 -0.42
H -2.64 1.17 -2.06
H -3.65 -1.76 0.91
H -0.24 0.55 -1.89
H -1.20 -2.38 1.15
H 1.11 -1.50 -1.58
H 0.88 -2.58 -0.16
H 1.40 -0.87 0.02
C 3.02 1.12 1.01
C 1.78 1.97 0.84
H 3.93 1.48 0.52
H 3.39 1.03 2.03
H 2.90 0.14 0.54
H 1.72 2.33 -0.18
H 1.80 2.85 1.48
H 0.83 1.50 1.12

Values from the calculation:
Charge   +1
2S+1   2
F_max   1.0 eV/Å
HOMO (spin up / spin down)   -14.54 / -14.59 eV
⟨S²⟩   0.7678
Energy relative to the best compared isomer or geometry (same formula, charge and spin)   19.49 kJ/mol

natural (NBO) population analysis, charges in e, atoms 1 to 4:
1. C -0.69
2. C 0.04
3. C -0.20
4. C -0.16